Density functional theory data (the ωB97M-V functional and the def2-TZVPD basis) for a structure of composition C23H38BaBrIN7O2.

Element x y z (Å)
Ba1 -0.54 -0.92 0.35
C1 -0.80 2.88 1.73
C2 0.47 2.29 2.31
N1 1.14 1.34 1.41
C3 1.83 1.95 0.28
C4 0.93 2.25 -0.90
C5 1.28 3.26 -1.78
C6 0.45 3.51 -2.86
C7 -0.71 2.76 -3.01
C8 -0.98 1.77 -2.08
C9 -2.22 0.91 -2.24
N2 -2.77 0.39 -0.99
C10 -3.62 1.30 -0.22
C11 -2.83 2.40 0.48
N3 -1.82 1.87 1.41
N4 -0.17 1.51 -1.06
H1 -0.56 3.41 0.81
H2 -1.17 3.64 2.42
H3 0.24 1.76 3.24
H4 1.14 3.12 2.58
H5 1.83 0.82 1.95
H6 2.60 1.24 -0.05
H7 2.35 2.88 0.55
H8 2.18 3.84 -1.62
H9 0.69 4.30 -3.57
H10 -1.39 2.95 -3.83
H11 -1.94 0.04 -2.84
H12 -2.96 1.49 -2.82
H13 -3.28 -0.45 -1.21
H14 -4.15 0.70 0.52
H15 -4.38 1.78 -0.85
H16 -3.54 3.07 0.97
H17 -2.31 2.99 -0.27
H18 -2.28 1.61 2.27
N5 -3.03 -2.80 1.12
C12 -2.75 -4.22 0.84
C13 -2.38 -4.39 -0.63
C14 -1.30 -3.38 -0.94
O1 -0.24 -3.45 -0.24
O2 -1.55 -2.44 -1.73
H19 -3.30 -2.70 2.10
H20 -3.85 -2.52 0.59
H21 -3.59 -4.87 1.10
H22 -1.89 -4.51 1.45
H23 -3.24 -4.22 -1.28
H24 -2.02 -5.41 -0.79
N6 1.86 -2.23 1.55
C15 1.48 -3.33 2.46
C16 1.15 -2.84 3.87
C17 -0.28 -2.36 4.09
N7 -0.58 -1.12 3.35
H25 1.96 -2.63 0.62
H26 2.78 -1.89 1.81
H27 2.27 -4.08 2.52
H28 0.61 -3.82 2.02
H29 1.86 -2.05 4.15
H30 1.33 -3.66 4.57
H31 -0.44 -2.23 5.17
H32 -0.97 -3.14 3.75
H33 0.12 -0.42 3.60
H34 -1.47 -0.75 3.69
Br1 4.39 -0.75 -0.80
C18 3.98 0.37 -2.28
C19 4.86 1.40 -2.56
C20 4.65 2.20 -3.67
C21 3.56 1.97 -4.49
C22 2.67 0.95 -4.20
C23 2.86 0.15 -3.08
I1 1.48 -1.38 -2.75
H35 5.73 1.54 -1.93
H36 5.35 3.00 -3.89
H37 3.40 2.58 -5.37
H38 1.82 0.77 -4.84

As for the gap between HOMO and LUMO: 8.960 eV. The spin multiplicity is 1. The energy above the lowest of the compared OMol25 structures with the same formula, charge and spin is 15.8 kJ/mol. The net charge is +1.

These are the Mulliken partial charges, in e, on atoms 1 to 4: 0.78, -0.84, -1.07, 0.19